# 1
9
Properties=species:S:1:pos:R:3 method="wB97M-V/def2-TZVPD" e_lumo_ev="-3.40 / -2.25" homo_ev="-9.46 / -10.82"
C 0.540 -0.483 1.388
C -0.903 0.250 -0.463
C 0.347 -0.397 0.040
N 0.650 -0.532 2.529
Br 2.311 1.756 -0.984
Br 1.084 -1.894 -0.835
H -1.257 1.160 0.116
H -1.839 -0.485 -0.256
H -0.933 0.626 -1.535



# 2
18
Properties=species:S:1:pos:R:3 method="wB97M-V/def2-TZVPD" e_lumo_ev=0.13 smiles=CO.O.O.O.O homo_ev=-10.23
C 2.607 0.903 0.214
O 1.706 -0.209 0.512
H 3.600 0.731 0.732
H 2.325 1.960 0.419
H 2.904 0.822 -0.859
H 0.859 0.215 0.756
H -6.093 -1.878 2.218
H -6.350 -3.346 2.579
O -6.564 -2.470 2.822
H -0.183 -4.263 -3.069
H 1.152 -4.744 -2.395
O 0.753 -4.500 -3.206
H 2.220 6.221 -1.874
H 3.208 5.265 -1.287
O 2.806 6.065 -1.168
H -1.457 -0.306 0.448
H -2.195 -0.123 1.779
O -1.296 -0.341 1.381



# 3
8
Properties=species:S:1:pos:R:3 method="wB97M-V/def2-TZVPD" e_lumo_ev="-3.33 / -3.33" homo_ev="-10.60 / -10.58"
C 0.320 -0.480 -0.119
O 0.331 -0.026 2.654
F 1.866 -3.315 1.655
P 0.079 -1.051 1.666
Cl 2.046 -0.145 -0.224
Cl -0.241 -1.682 -1.253
Cl -1.625 -2.017 1.862
H -0.240 0.456 -0.256



# 4
9
Properties=species:S:1:pos:R:3 method="wB97M-V/def2-TZVPD" e_lumo_ev=-11.41 total_charge=+1 homo_ev=-16.08
O -2.518 0.326 -0.088
H -1.811 0.101 0.520
H -3.324 -0.148 0.132
H -0.395 -0.030 2.464
O 0.139 -0.574 -0.759
C 1.300 -0.303 -0.711
O 1.966 0.452 0.287
H 1.801 -0.506 -1.708
H 2.841 0.683 -0.136



Results for energy relative to the best compared isomer or geometry (same formula, charge and spin): 236.0 155.2 475.6 767.4 (in kJ/mol, following the order of the records).
Results for E_tot: -5318.78662 -421.43671 -1935.64828 -266.25927 (in a.u., following the order of the records).